Computed, not measured: one molecule with the formula C4H8N2O2, with wB97M-V/def2-TZVPD.

```
16
Properties=species:S:1:pos:R:3
C -1.5059 -0.0062 0.7910
C -0.3665 -0.9149 0.3062
C 1.3363 0.8982 0.3666
C 0.7728 1.7089 -0.5303
H -2.0143 -0.3100 -1.0734
H -1.1606 0.9111 1.2885
H -2.1449 -0.5174 1.4571
H 0.0677 -2.5354 -0.5784
H 2.0900 -0.9892 -1.0826
H 1.9257 1.1930 1.2835
H -0.0005 1.1585 -1.2216
H 0.8996 2.7986 -0.5710
N -0.7271 -1.9604 -0.3342
N 0.9788 -0.4682 0.3945
O -2.1823 0.3516 -0.4106
O 2.0312 -1.3180 -0.0855
```

Properties
Orbital gap (hartree): 0.3640
Multiplicity: 1
SMILES string: [H]/N=C(/CO)N(O)C=C



Computed, not measured: a 2-piece molecular cluster, C4H8N2O2 overall, with wB97M-V/def2-TZVPD.

```
16
Properties=species:S:1:pos:R:3
C 1.6325 -4.5871 0.3557
C -0.8679 1.3861 -0.6903
C -0.4473 1.5357 0.6989
C -0.3547 -0.8260 1.1156
N 1.4616 -1.9681 0.1923
N 0.6781 -0.9136 0.3259
O 0.7955 -3.7002 0.1914
O -0.8820 0.3363 1.5324
H 2.7330 -4.4665 0.4427
H -0.3354 0.8120 -1.4127
H -1.8447 1.0821 -0.5713
H -0.8885 2.3661 -1.2105
H -0.9692 2.4695 1.0593
H 0.6513 1.5746 0.7491
H -0.6993 -1.6521 1.8248
H 1.7979 -1.9226 -0.7382
```

Properties
Orbital gap (alpha / beta) (hartree): 0.3069 / 0.2823
Multiplicity: 1



Computed, not measured: a 2-piece molecular cluster, C4H8N2O2 overall, with wB97M-V/def2-TZVPD.

```
16
Properties=species:S:1:pos:R:3
C 1.1995 1.5913 0.4802
N 0.4787 0.3714 0.8661
C -0.8904 0.5402 0.9683
C -2.0217 0.5211 1.4197
H 0.8524 0.0197 1.7448
H 0.9513 1.7730 -0.5623
H 0.9054 2.4671 1.0632
H 2.2659 1.4135 0.6147
H -3.0511 0.2849 1.3641
C 0.3843 -1.0299 -1.1390
N -0.0396 -2.1447 -0.4713
O -0.8669 -0.1125 -1.3940
O 1.1789 -1.0659 -2.0449
H -0.7684 0.3788 -2.2197
H -0.7716 -1.9835 0.2116
H 0.1933 -3.0245 -0.9016
```

Properties
Orbital gap (hartree): 0.3549
Multiplicity: 1
SMILES string: NC(=O)O.C#CNC



Ordered relative energy (zero: lowest compared OMol25 entry of this formula, charge and spin) results: 4.8357, 8.0426, 4.5680; unit eV.